Entry from the OMol25 dataset: a molecular structure, C4H2HgO2 (wB97M-V/def2-TZVPD).

Computed properties:
Relative energy (zero: lowest compared OMol25 entry of this formula, charge and spin) (kcal per mole): 61.9
E_HOMO (alpha / beta) (eV): -8.14 / -8.26
Molar mass (u): 282.6
2S+1: 3
Gap between HOMO and LUMO (alpha / beta) (hartree): 0.279 / 0.217

Cartesian coordinates (Å):
O -1.736 0.316 -0.611
C -0.505 0.203 -0.718
C 0.860 0.361 0.446
C 0.195 -0.921 0.597
O -0.631 -1.244 1.457
H 2.494 1.081 -0.695
H -0.019 0.294 -1.712
Hg -2.752 -0.822 0.972
C 2.095 0.733 0.264



Entry from the OMol25 dataset: a molecular structure, C5H24F15O27S5Zn (wB97M-V/def2-TZVPD).

Computed properties:
E_HOMO (eV): -2.09
Total charge: -3
Molar mass (u): 1026.9
Gap between HOMO and LUMO (hartree): 0.251

Cartesian coordinates (Å):
H 0.035 -3.677 1.577
H -1.081 -3.527 -2.732
S 4.386 -1.084 -1.940
O -4.907 -0.455 -2.250
H -3.121 2.103 -2.571
F 6.095 -0.296 -3.848
O 1.269 2.155 -3.917
O -3.165 1.666 -3.428
C -1.615 -3.017 4.783
O 2.252 -1.205 -5.244
C -3.696 2.812 -0.078
F 5.588 -2.403 -3.884
O -0.431 -1.706 0.505
Zn -1.779 0.478 2.923
F -1.262 -4.251 5.202
S -0.031 -2.040 4.342
O -0.490 1.946 3.635
H -4.031 -0.850 -2.188
F 1.920 3.356 -0.222
O -2.700 2.094 2.238
O 4.545 -2.021 -0.806
O 0.805 -2.945 3.519
H -4.922 0.202 -1.548
H 2.110 -2.906 -2.530
C -0.157 0.076 -1.424
O 3.109 -2.253 1.583
O 0.537 6.239 -0.808
C 1.074 3.954 0.601
H -0.692 2.371 4.473
F -1.238 -0.593 -1.866
H 3.641 1.172 2.941
F -2.268 -2.393 5.774
F 6.962 -1.686 -2.382
H -0.257 -3.197 -1.494
O 2.715 6.017 0.371
S -3.378 3.287 1.728
F 1.377 3.613 1.892
H 2.636 -1.383 -4.362
H 2.578 -1.554 1.174
F 0.905 -0.414 -2.082
H -4.056 1.839 -3.741
H -1.057 -4.043 0.585
H 2.587 1.319 1.852
H 0.616 2.297 -3.227
H 2.833 -0.547 -5.630
O 0.528 -1.748 5.649
O -1.085 -3.610 -1.777
S 0.128 -0.369 0.378
O 1.455 -3.557 -2.831
O -0.362 -4.428 1.121
F -2.604 2.374 -0.691
O -2.652 4.563 1.725
O -3.053 -2.680 -0.263
H -2.397 -2.973 -0.934
H 0.961 -3.095 -3.513
F -0.202 1.390 -1.627
H -2.623 -1.410 1.058
H 0.386 2.280 3.389
O 0.632 6.399 1.629
F -4.732 1.981 -0.175
O 3.237 -1.385 -2.799
H -3.573 -1.367 2.260
O 2.717 1.395 2.805
O -2.824 -0.908 1.871
H -3.896 -3.018 -0.577
O 1.564 -0.245 0.474
O 4.548 0.286 -1.530
F -4.049 3.933 -0.764
C 5.880 -1.386 -3.086
O -0.563 0.584 1.237
S 1.254 5.865 0.402
O -4.681 3.413 2.326
H 2.103 2.074 -3.445
F -2.330 -3.148 3.691
F -0.169 3.520 0.469
H 2.630 -2.474 2.386
O -0.470 -0.815 3.648



Among the records above, which one has the highest molar mass?
C5H24F15O27S5Zn